one:
Density functional theory data (wB97M-V/def2-TZVPD) for 3 unconnected molecules or ions with the total composition C2H11N2O2.

Calculated values
HOMO level: -14.04 eV
2S+1: 1
Kohn-Sham gap: 10.50 eV
Charge: +1
LUMO: -3.545 eV

Geometry as XYZ:
```
17
Properties=species:S:1:pos:R:3:nbo_charge:R:1
C -1.54815 2.02952 1.19958 -0.436
N -0.38155 1.46181 0.54480 -0.506
C 0.03094 1.75762 -0.69381 0.390
N 0.92449 0.84587 -1.20819 -0.767
H -1.64409 2.93831 0.53439 0.224
H -1.48984 2.04090 2.35044 0.260
H -2.52970 1.36433 1.14540 0.236
H 0.25855 0.70055 0.91383 0.430
H -0.47903 2.51310 -1.22045 0.229
H 1.45257 0.16229 -0.59321 0.459
H 1.35028 1.07542 -2.22258 0.444
H -1.39620 -4.70473 -0.01681 0.463
H -1.98000 -4.75762 -1.27432 0.468
O -1.49745 -4.10915 -0.78275 -0.930
H 2.18092 -1.58890 0.90984 0.495
H 3.26896 -0.75132 0.85900 0.503
O 2.28623 -0.62446 0.81070 -0.960
```

***

two:
Density functional theory data (wB97M-V/def2-TZVPD) for 3 unconnected molecules or ions with the total composition C2H11N2O2.

Calculated values
HOMO level: -14.89 eV
2S+1: 1
Kohn-Sham gap: 11.66 eV
Charge: +1
LUMO: -3.231 eV

Geometry as XYZ:
```
17
Properties=species:S:1:pos:R:3:nbo_charge:R:1
C 0.00732 -1.11511 1.26773 -0.400
N 0.98229 -0.50988 0.29568 -0.511
C 2.09205 -1.02736 -0.12493 0.398
N 2.54709 -0.82310 -1.35988 -0.717
H -0.56819 -1.87006 0.75508 0.232
H 0.64436 -1.50540 2.06196 0.222
H -0.51968 -0.25696 1.65968 0.234
H 0.53784 0.18400 -0.33959 0.442
H 2.58765 -1.70701 0.56508 0.219
H 1.99652 -0.14542 -1.87254 0.411
H 3.48191 -1.00684 -1.66233 0.437
H -4.12928 2.27352 0.72248 0.490
H -2.74529 2.10302 1.25780 0.475
O -3.25610 1.94373 0.45321 -0.961
H -0.89250 1.59344 -1.74402 0.493
H -1.86710 0.92750 -0.90704 0.522
O -0.89889 0.94191 -1.02836 -0.985
```

***

Which of them is least stable? Easy: one.